Entry 1:
{
  "formula": "C34H51N6O4PSSeW",
  "method": "wB97M-V/def2-TZVPD",
  "de_lowest_kcal_mol": 56.1,
  "lumo_energy_ev": [-0.80, -0.80],
  "homo_ev": [-7.15, -7.14],
  "orbital_gap_ha": [0.23320, 0.23272],
  "elements": ["H", "C", "C", "H", "C", "H", "H", "C", "N", "C", "C", "H", "O", "H", "C", "H", "H", "N", "H", "H", "H", "H", "H", "C", "H", "H", "H", "H", "C", "Se", "C", "S", "C", "C", "H", "H", "C", "H", "N", "H", "H", "C", "N", "H", "H", "H", "C", "H", "O", "C", "H", "C", "H", "H", "H", "C", "O", "H", "H", "H", "C", "H", "H", "C", "C", "H", "C", "W", "N", "H", "H", "C", "C", "H", "H", "C", "H", "C", "H", "N", "O", "H", "H", "C", "H", "H", "C", "C", "C", "C", "H", "C", "H", "C", "C", "H", "H", "P", "H"],
  "positions_angstrom": [[-5.26421, 1.20534, 2.47534], [-6.42837, -3.37095, -0.52035], [6.18369, 3.02119, 2.20047], [4.84072, -3.99919, 5.21017], [0.32009, 0.58017, -2.42627], [6.74811, 1.84902, 8.79569], [-6.95681, -5.36039, 0.25507], [-6.42045, -4.41549, 0.41633], [-4.45076, 0.25703, 0.82125], [-5.03574, -2.10591, 1.03587], [-5.61849, -4.41004, 1.54017], [0.93727, 1.42092, -2.13114], [-6.08810, -1.07072, -0.88561], [2.27992, 2.52839, 2.78539], [-1.38409, -3.41558, -3.87879], [4.62280, -3.23053, 3.57341], [5.15131, -2.08517, 6.23495], [-5.95856, 1.76671, -0.87175], [7.24549, 0.71469, 7.50643], [5.60637, 4.66712, 0.85724], [-2.02711, -3.79217, -3.00976], [5.23858, -0.26431, 7.13171], [7.19542, 3.25112, 2.10117], [0.21863, -1.60823, -7.10412], [7.28559, 2.47396, 7.18789], [2.97043, -1.81824, -5.84941], [0.16579, -3.50357, -1.68727], [-6.50497, 3.80164, -1.06542], [3.37001, 2.79202, 2.62683], [-4.83788, -0.33227, -3.80545], [4.27655, -0.98090, 4.57669], [3.59971, 0.47219, 5.50238], [2.10720, -2.34592, -5.45575], [-4.98678, 3.27500, -2.52429], [-5.67514, -5.25154, 2.24529], [-6.26692, 4.78046, -3.33992], [3.90921, 3.57996, 1.61572], [6.24522, -1.51174, 5.10749], [0.92223, -0.12530, -3.55798], [-2.72748, 3.86318, -5.68211], [6.43266, 1.50205, 3.67086], [-5.28303, 4.28274, -3.46333], [-0.29467, -2.52234, -3.53333], [-4.04749, -0.87860, 2.57357], [-2.08894, -2.86385, -4.50233], [-4.58365, 5.46965, -5.12785], [6.70830, 1.71188, 7.70019], [2.13823, -2.44344, -4.33432], [-3.04801, -1.02707, -1.38332], [-3.05019, 2.70278, -3.88816], [6.23275, -3.65434, 4.29345], [-5.89795, -2.14097, -0.12667], [-6.82096, -3.41882, -1.52646], [-6.83214, 2.61307, 0.97241], [0.38158, -0.00013, -1.51081], [-6.24707, 1.72759, 0.63418], [-3.41287, 1.65022, -1.78523], [5.44081, 2.35621, 6.11179], [4.71549, 2.65841, 7.61595], [3.02742, -0.27083, -4.26350], [5.29139, 1.86226, 7.11500], [2.26948, -3.36753, -5.82566], [-0.72079, 0.79433, -2.62130], [4.55507, 0.55261, 7.05414], [-4.98624, 1.45103, 1.40320], [-0.85126, -1.94254, -7.10867], [-3.33014, 3.77176, -4.78136], [-4.43429, 0.04618, -1.46307], [0.82241, -1.68960, -5.78114], [-3.91392, -3.39537, 2.44352], [-0.90931, -4.34771, -4.37590], [-4.51457, -0.83984, 1.55026], [5.25710, 3.86541, 1.48686], [0.30472, -0.57067, -7.53310], [3.21127, 4.05452, 0.91332], [-3.80737, 2.48652, -2.76652], [3.73218, 0.41793, 7.84121], [0.65278, -3.03583, -2.57928], [2.02110, 1.11339, -4.84762], [3.88851, 1.91008, 4.77638], [-1.31104, -0.55527, -4.90431], [-6.90833, 0.82962, 0.79367], [-4.27012, 2.28783, 1.43448], [-4.42464, 4.56853, -4.52440], [3.36346, -1.52305, 4.35069], [2.63565, 0.98948, -3.13573], [4.31866, 2.23432, 3.52851], [5.74653, 2.15439, 3.15585], [-4.77772, -3.30407, 1.75580], [2.23200, 0.42991, -4.01325], [4.72321, -0.46592, 3.68873], [5.24173, -1.97127, 5.16065], [-2.12363, 2.17683, -3.98095], [-5.86070, 2.98248, -1.40514], [5.18438, -3.31056, 4.50222], [1.34100, -3.78210, -2.98786], [1.29757, -2.21645, -2.22198], [-0.01243, -1.15945, -4.48649], [0.78753, -2.25833, -7.74540]],
  "forces_ev_per_angstrom": [[0.1544, 0.6460, -0.9875], [-0.3158, -0.2851, 1.0382], [-2.0951, 1.8844, -0.8379], [-1.1655, -1.3092, 0.5418], [0.3101, -0.8598, 0.3229], [0.0340, 0.0734, -0.4752], [0.0518, 0.5737, -0.3463], [-0.3647, -0.4212, -1.2214], [-0.6610, -1.8204, 0.0635], [0.8672, 0.0433, 0.1905], [0.9911, 0.7905, 0.9408], [-0.2715, 0.6427, -0.6191], [0.7360, -0.2129, 0.3516], [1.4977, 0.8172, -0.2195], [0.0801, -1.4278, 0.0351], [-0.0495, -0.5866, 0.0504], [-0.5555, -0.0750, 0.2914], [1.5654, 2.4974, 1.3201], [-1.0662, 1.2610, -0.0152], [0.0561, -0.1342, -0.2790], [1.2237, 0.6810, -0.6807], [0.3300, -0.5921, -0.0395], [1.6983, -0.1194, -0.3989], [-0.1471, 0.7281, -0.3214], [0.5237, 0.1384, 0.4367], [0.1271, 0.4866, 0.2026], [0.1082, 0.4482, -0.6879], [0.2582, -0.1338, 0.3878], [0.9693, -0.9555, 0.6353], [-0.3511, 0.6485, 2.2404], [-0.1187, 0.9344, -0.5870], [-0.2198, 1.1649, -1.1363], [-0.4403, -0.4281, 0.3512], [0.2094, -0.5259, -1.3880], [0.4476, 0.3548, -0.5207], [0.9279, 0.0769, -0.1659], [-1.1617, 0.8673, -0.8366], [-0.1776, -0.2642, -0.2731], [1.4577, -0.5600, -0.4932], [0.0125, 0.3099, 0.3293], [0.0203, 0.0649, 0.4764], [-0.4928, -0.0606, 0.6902], [-0.0710, 0.5398, 0.9972], [-1.1491, 0.4396, -0.5232], [0.1872, -0.3049, -0.3294], [-0.2655, -0.5670, 0.0427], [0.5102, -0.7549, 0.3414], [0.4025, 0.3219, -1.2857], [-2.4777, 1.6784, 1.0604], [0.6232, 1.3268, -0.7839], [-0.9568, 0.2564, -0.2043], [1.1091, 0.3964, 0.0921], [-0.4459, -0.1865, 0.1926], [0.6607, -0.3247, -0.2327], [-0.3315, -0.6554, 0.1813], [-2.5419, -0.6066, -1.4848], [0.3138, 0.4519, -0.4269], [-0.4698, -1.1451, 0.6873], [0.2242, -0.5018, 0.2230], [-0.4525, -0.2975, -0.1574], [1.0410, 1.0318, -0.2017], [-0.7812, -0.0144, -0.1719], [-0.2060, 0.4008, 0.0435], [-1.5469, 0.5240, 0.8389], [0.7867, 0.6461, 2.0579], [0.9795, 0.4476, 0.1134], [-0.0262, -1.7090, 1.0573], [1.6172, -3.5474, -3.5070], [1.2742, -0.2366, 0.1667], [-0.9129, 0.4174, -0.0890], [-1.1278, 1.1938, 0.3780], [1.0528, -0.6067, -1.1169], [0.7446, -1.7285, 1.0179], [-0.3029, -0.9192, 0.3838], [0.2499, -0.0024, 0.3139], [-1.0838, 1.0547, 1.5353], [1.3418, 0.2705, -0.9414], [0.2501, 0.1651, 0.9377], [0.5585, -0.0334, 0.1371], [-1.3005, -2.1718, 1.6411], [0.7997, -0.3353, 0.0336], [0.5293, 0.8603, -0.2007], [-0.2342, -0.1487, -0.3564], [-0.6390, 0.9287, -0.2012], [-0.1670, 0.1876, -0.5242], [-0.2657, -0.1698, -0.8559], [1.2782, -0.7583, -1.2797], [-2.6743, 0.3870, 0.4225], [-0.7609, -0.4375, 0.0896], [-0.8166, 0.6764, 0.9151], [-0.5864, -0.7285, 0.3264], [1.6401, 1.7062, 1.1245], [0.2035, -0.6210, -0.2695], [-0.3178, -2.0682, 0.0980], [2.1462, 0.2535, -1.1280], [-0.0940, -0.3349, -0.1687], [-0.2989, -0.2111, 0.0017], [-2.4032, 0.5760, 1.0208], [0.1798, -0.3731, -0.3982]]
}

***

Entry 2:
{
  "formula": "C18H19F2NO2S",
  "method": "wB97M-V/def2-TZVPD",
  "lumo_energy_ev": 0.59,
  "smiles": "CC(C)COc1ccc(C(=O)Nc2ccc(SC(F)F)cc2)cc1",
  "homo_ev": -8.58,
  "orbital_gap_ha": 0.33691,
  "elements": ["H", "C", "O", "H", "C", "C", "H", "S", "C", "H", "C", "H", "C", "H", "C", "C", "C", "H", "H", "C", "C", "H", "H", "C", "C", "C", "C", "H", "H", "N", "O", "H", "F", "H", "F", "H", "C", "H", "C", "H", "H", "C", "H"],
  "positions_angstrom": [[-1.03436, 3.50315, 1.28747], [-4.97277, -1.88740, -1.12666], [0.89744, 4.79812, -0.12204], [-3.47757, -0.43175, 1.63875], [3.26428, -0.07630, 1.15835], [-0.91949, 2.63244, 0.65936], [4.40822, -3.99138, -0.35541], [5.20910, -1.96589, 0.67713], [4.04630, -2.95540, -0.31799], [-0.52695, -0.41951, -1.63706], [4.97641, 0.54391, -0.41957], [-5.52865, -2.80539, -1.29962], [-3.68826, -3.00332, 0.72455], [-5.42868, -1.76389, 0.97142], [0.21543, 2.52348, -0.13474], [-1.73782, 0.52666, -0.15689], [0.34686, 1.41918, -0.97836], [-2.74595, 1.75279, 1.30329], [-3.41397, -2.95617, 1.77619], [1.20752, 3.62482, -0.13159], [2.63134, 1.13199, 0.95068], [3.14984, 4.04541, -0.43551], [4.76692, 2.47307, -1.30913], [-3.76240, -0.49841, 0.57957], [3.15040, 2.04952, 0.03618], [4.42185, -0.37407, 0.45697], [4.34475, 1.75393, -0.62271], [-2.77897, -3.02280, 0.12992], [-4.23812, -3.92508, 0.55264], [2.53529, 3.27300, -0.20670], [-2.60575, -0.50457, -0.23347], [1.73656, 1.36865, 1.50315], [3.93952, -2.47642, -1.57125], [1.19734, 1.33748, -1.63857], [2.80316, -2.94135, 0.19935], [-5.60695, -1.04440, -1.39203], [-4.53813, -1.79716, 0.33358], [-4.09899, -1.88098, -1.77247], [-0.61588, 0.43805, -0.98935], [2.85947, -0.78739, 1.86138], [-4.39295, 0.36615, 0.32955], [-1.88437, 1.64259, 0.66416], [5.88900, 0.30465, -0.94252]],
  "forces_ev_per_angstrom": [[-0.0252, 0.0872, 0.0363], [-0.0179, 0.0370, 0.2527], [-0.1306, 0.0759, 0.0778], [0.0113, 0.0434, -0.0991], [-0.0118, 0.1503, -0.0779], [0.3992, 0.0655, -0.1510], [-0.0482, 0.2159, 0.0333], [-0.3481, 0.0081, -0.2000], [0.7386, -0.1072, 0.3471], [0.0094, -0.1061, -0.0863], [-0.0877, 0.0147, 0.1103], [-0.0639, -0.0852, -0.0686], [-0.1819, 0.1806, 0.0157], [0.0744, 0.0752, -0.0064], [-0.4498, -0.0064, -0.0401], [0.3140, 0.2031, -0.0712], [-0.1592, 0.1241, 0.0768], [-0.0798, -0.0252, 0.0416], [0.0753, -0.0529, 0.1180], [0.0840, 0.0924, -0.0679], [0.0768, 0.1085, 0.0552], [-0.2052, -0.0548, 0.0771], [0.0090, 0.0859, -0.1021], [-0.5137, -0.0759, 0.3136], [0.2941, -0.5441, 0.1795], [0.3389, -0.6705, 0.0820], [-0.1770, 0.1430, 0.0372], [0.1082, -0.0684, -0.0444], [-0.0182, -0.1266, -0.0022], [0.2800, 0.5019, -0.2265], [0.1126, -0.0774, -0.1313], [-0.0423, 0.0129, 0.0570], [-0.0051, 0.1187, -0.4445], [0.0846, -0.0414, -0.0281], [-0.4361, -0.0415, 0.2114], [-0.0760, 0.0795, -0.1033], [0.3461, 0.1591, -0.1431], [0.0530, -0.0211, -0.1249], [-0.1777, -0.1041, 0.0319], [-0.0115, -0.0488, 0.0521], [0.1001, -0.0342, 0.0316], [-0.3054, -0.2681, 0.0488], [0.0625, -0.0231, -0.0679]]
}

***

Entry 3:
{
  "formula": "C5H9BrNO",
  "method": "wB97M-V/def2-TZVPD",
  "charge": 1,
  "de_lowest_kcal_mol": 114.8,
  "lumo_energy_ev": -7.62,
  "homo_ev": -14.37,
  "orbital_gap_ha": 0.24805,
  "elements": ["C", "H", "H", "H", "H", "H", "C", "C", "C", "N", "Br", "H", "H", "O", "H", "C", "H"],
  "positions_angstrom": [[-0.62194, 0.54125, 1.36345], [-1.66975, -0.56762, -1.82346], [0.27876, 1.05171, 1.07226], [-1.94979, -1.94743, 1.47991], [0.48734, -1.01748, -2.43708], [0.79262, 0.57356, -2.28147], [0.45626, -0.25858, -1.70921], [-1.10610, -0.39295, 0.31735], [-1.67596, -1.50352, 0.58957], [-1.18798, 1.41123, -1.23737], [-2.40992, -2.70411, -0.87516], [-0.36752, -0.06985, 2.26613], [1.09384, -0.43520, -0.88442], [-2.23209, 1.60635, -0.57407], [-2.72322, 0.67504, -0.21353], [-0.92535, 0.04735, -1.24272], [-1.36379, 1.37770, 1.56000]],
  "forces_ev_per_angstrom": [[-0.3190, 0.4732, 1.3082], [-0.0093, 0.8161, 0.2851], [0.5786, 0.1323, -0.2676], [-0.0245, -0.6206, 1.9463], [-0.0611, -1.4793, -0.4113], [0.6319, 0.9838, -0.1962], [-0.1771, 0.7932, -0.6597], [0.8907, 2.0597, -2.2122], [-2.1844, -3.2085, -3.0545], [-2.5385, -0.1304, 0.7836], [0.6912, 1.0956, 1.3495], [-0.5298, 0.8811, -0.5095], [0.8636, -0.2852, 0.6163], [-1.2918, -0.1505, -0.1870], [1.5987, 2.1180, -0.8419], [1.0566, -2.2969, 1.7652], [0.8242, -1.1816, 0.2857]]
}

***

Entry 4:
{
  "formula": "C18H21BN5OPt",
  "method": "wB97M-V/def2-TZVPD",
  "multiplicity": 2,
  "charge": 2,
  "de_lowest_kcal_mol": 56.8,
  "lumo_energy_ev": [-8.44, -9.10],
  "homo_ev": [-14.24, -14.25],
  "orbital_gap_ha": [0.21316, 0.18944],
  "elements": ["B", "C", "C", "C", "C", "C", "H", "H", "C", "C", "H", "H", "C", "N", "C", "H", "H", "C", "N", "C", "C", "H", "H", "H", "H", "H", "H", "H", "H", "C", "N", "H", "N", "H", "H", "Pt", "C", "C", "O", "N", "H", "H", "H", "H", "C", "C", "C"],
  "positions_angstrom": [[-1.05694, -3.48623, 0.46584], [0.57013, 2.41699, 1.45431], [-3.30772, -2.39959, 0.18212], [-0.47222, 2.16502, 0.48925], [0.53287, 1.70145, 2.62837], [3.06237, 2.63874, -2.71664], [3.59855, -3.57621, 1.00809], [1.75248, -0.91149, -2.22951], [2.18941, -1.88833, 1.13499], [-2.96223, 2.62799, 0.43014], [-1.43561, -4.09296, 1.43858], [-0.62855, 0.21109, 3.69875], [2.48828, 0.52811, -3.68173], [-1.98782, -2.28466, 0.22293], [2.11961, 0.08407, -2.43277], [-2.94240, 3.68088, 0.73275], [1.27384, 1.80515, 3.40920], [-1.78183, 1.97061, 1.04306], [2.22003, 0.89548, -1.36478], [1.43817, -3.87598, 0.61035], [-2.78761, -0.37136, -0.43564], [-3.90234, 2.19814, 0.77092], [-2.75165, 0.92938, 2.69924], [-4.90463, -0.96816, -0.40781], [-1.15112, -4.28179, -0.43399], [3.43793, 3.64932, -2.78906], [1.32946, 3.16149, 1.25709], [2.75847, 2.71387, -0.56979], [2.76188, -1.02410, 1.41713], [2.59896, -3.18652, 0.93153], [0.40266, -3.04187, 0.62180], [-2.77074, 0.62752, -0.81763], [0.85771, -1.81726, 0.93434], [1.28916, -4.91930, 0.38420], [2.41777, -0.14515, -4.52393], [-0.06409, -0.00096, 0.81289], [-1.82122, 1.19951, 2.21528], [-0.59403, 0.83264, 2.81257], [1.92222, 0.40876, -0.15192], [-1.63978, -1.04168, -0.16181], [-2.92298, 2.61740, -0.65949], [-0.40229, 2.62250, -0.48983], [-3.77839, -3.33597, 0.43693], [3.26403, 2.18539, -4.80942], [-3.86565, -1.19713, -0.24386], [2.96520, 1.82271, -3.83553], [2.68065, 2.15251, -1.48752]],
  "forces_ev_per_angstrom": [[-0.4102, -1.2954, 0.1945], [-0.0873, -0.2345, -0.0335], [-0.1043, -0.0705, 0.0374], [-0.3948, 1.1491, 0.6435], [0.2228, -0.2903, -0.3366], [-0.0132, 0.0226, -0.0806], [-0.0259, -0.0202, 0.0291], [0.0034, 0.0110, 0.0564], [0.0328, -0.1936, 0.2443], [-0.2717, -0.2730, -0.1017], [0.0498, 0.4270, 0.1966], [0.0420, -0.0761, -0.0402], [0.0545, 0.0646, -0.0637], [-0.1408, 0.3021, 0.3642], [-0.0319, -0.1582, -0.0162], [0.0984, -0.0166, 0.0456], [0.1468, -0.1625, -0.1229], [0.3346, -0.1042, 0.0938], [-0.2672, -0.1337, -0.2539], [0.1065, -0.1242, -0.0720], [-0.0382, -0.2599, -0.2664], [0.0197, -0.0243, -0.0399], [-0.0382, -0.2793, -0.2520], [0.0149, -0.0674, -0.0292], [0.2189, 0.3433, -0.2439], [0.0083, -0.0058, 0.0220], [0.2716, -0.3389, -0.1756], [0.0181, -0.0365, 0.0153], [-0.0005, 0.0110, -0.0452], [0.0706, 0.0108, 0.0463], [0.0873, 0.2703, -0.1400], [0.1012, -0.0153, -0.0734], [0.1332, 0.7949, 0.8790], [-0.0656, 0.0253, -0.0108], [-0.0449, -0.0163, 0.0238], [-0.2028, -0.7942, -1.6459], [0.0315, -0.0871, -0.0024], [-0.4213, 0.5250, 1.5076], [0.0520, 0.3014, -0.2451], [0.4047, 0.5876, -0.1822], [-0.0031, 0.1112, 0.0283], [0.0246, 0.0003, -0.0091], [0.0500, -0.0232, -0.0876], [0.0047, 0.0033, 0.0134], [-0.0902, 0.1142, -0.0429], [-0.0097, -0.0325, 0.0475], [0.0592, 0.0589, 0.1245]]
}

***

no.,total energy (eV)
1,-140508.796
2,-40830.265
3,-78898.433
4,-32408.022